The following is a quantum chemistry calculation of a 7-piece molecular cluster, C4H22N2O7 overall, from the Open Molecules 2025 dataset.

**LUMO**: 0.429 eV
**Gap between HOMO and LUMO**: 10.2 eV
**Net charge**: 0
**HOMO**: -9.77 eV

Geometry (Å):
O -1.125 1.497 -2.211
O 1.471 1.709 -1.132
O -0.092 -3.558 0.989
O -2.145 -1.867 0.989
O -3.113 -0.021 -1.492
O 1.337 0.243 -3.539
O -0.216 -3.053 -2.028
N -0.918 2.715 0.484
N 1.518 0.406 0.680
C 1.056 -0.019 1.988
C 0.489 2.707 0.782
C 1.189 1.551 0.072
C 2.224 -0.593 2.814
H -1.217 2.935 -0.453
H 1.062 3.609 0.552
H -0.274 1.283 -1.794
H -1.417 3.279 1.152
H 0.407 -2.430 -2.398
H -0.204 -3.051 -1.071
H 0.543 2.492 1.851
H 0.565 -0.284 -3.332
H -2.468 -1.503 0.150
H -2.198 0.322 -1.650
H 2.214 -1.471 3.458
H 3.033 -0.833 2.116
H 1.497 0.846 -2.819
H 2.615 0.208 3.437
H 0.580 0.780 2.538
H 1.987 -0.284 0.123
H -2.894 -1.596 1.527
H -0.911 -3.984 0.716
H -0.972 1.621 -3.150
H -3.552 -0.228 -2.304
H -0.363 -2.634 1.087
H 0.293 -0.795 1.865

Löwdin population analysis, charges in e, atoms 1 to 5: atom 1 (O): -0.053, atom 2 (O): -0.016, atom 3 (O): -0.072, atom 4 (O): -0.052, atom 5 (O): -0.079

The following is a quantum chemistry calculation of a 2-piece molecular cluster, FHNP overall, from the Open Molecules 2025 dataset.

**LUMO (alpha / beta)**: -2.499 / -2.301 eV
**Gap between HOMO and LUMO (alpha / beta)**: 8.2 / 9.5 eV
**Net charge**: 0
**HOMO (alpha / beta)**: -10.67 / -11.78 eV

Geometry (Å):
P -0.361 -0.639 -0.163
F 2.036 -0.109 -0.135
N 0.114 0.745 0.115
H -1.789 0.003 0.183

Okay, here come the Löwdin numbers, in e, for every atom: atom 1 (P): 0.768, atom 2 (F): -0.455, atom 3 (N): -0.296, atom 4 (H): -0.017

The following is a quantum chemistry calculation of a 3-piece molecular cluster, C3H11NO2 overall, from the Open Molecules 2025 dataset.

**Multiplicity**: 2
**LUMO (alpha / beta)**: 3.678 / 3.569 eV
**Gap between HOMO and LUMO (alpha / beta)**: 2.7 / 7.7 eV
**Net charge**: -1
**⟨S²⟩**: 0.75
**HOMO (alpha / beta)**: 1.00 / -4.16 eV

Geometry (Å):
O 0.171 -0.751 4.162
O -1.968 -1.788 -1.940
N -1.155 0.726 0.119
C 1.114 0.477 -0.637
C -0.131 0.956 -0.845
C 2.352 0.870 -1.421
H 2.028 1.325 -2.359
H 0.311 -1.177 3.304
H 2.954 1.623 -0.893
H -1.583 -0.922 -1.750
H 1.029 -0.748 4.575
H -2.834 -1.718 -1.490
H -2.068 1.005 -0.240
H 1.208 -0.480 -0.138
H -0.372 1.554 -1.718
H 3.026 0.019 -1.489
H -0.765 1.040 1.011

Löwdin population analysis, charges in e, atoms 1 to 5: atom 1 (O): -0.137, atom 2 (O): -0.195, atom 3 (N): -0.051, atom 4 (C): -0.266, atom 5 (C): -0.414

The following is a quantum chemistry calculation of a 6-piece molecular cluster, C16H21FN8O14 overall, from the Open Molecules 2025 dataset.

**LUMO**: -1.808 eV
**Gap between HOMO and LUMO**: 7.1 eV
**Net charge**: 0
**HOMO**: -8.87 eV

Geometry (Å):
F 0.595 4.501 2.667
O -0.910 1.100 -6.161
O 2.687 3.386 3.120
O 4.382 6.364 -0.255
O -0.773 -0.928 -5.312
O 0.799 -0.982 -0.385
O 5.546 7.727 -1.536
O -6.883 -6.203 2.844
O -2.090 -6.495 0.830
O 1.421 5.288 -2.072
O -0.991 -4.660 5.376
O -1.164 -4.522 0.508
O 0.245 -5.794 6.804
O 2.952 1.357 0.872
O -5.301 -4.800 3.463
N 4.594 7.456 -0.795
N -1.685 -1.227 -2.454
N -1.097 -1.309 1.607
N -5.956 -5.417 2.615
N -1.527 -5.466 1.220
N -0.344 0.014 -5.989
N 2.415 3.603 -0.343
N 0.061 -4.885 5.986
C -1.487 1.382 -3.144
C -0.712 2.843 -2.974
C 1.206 -3.978 5.706
C 1.508 4.114 -1.441
C 1.978 4.103 2.235
C 0.325 0.198 -1.166
C -5.599 -5.198 1.187
C -0.183 -1.260 0.681
C 1.060 1.648 -0.956
C 0.519 2.885 -1.886
C -0.940 0.084 -2.254
C 3.612 8.541 -0.524
C 2.276 2.144 0.028
C 2.501 4.622 0.770
C 0.971 -0.171 -6.659
C -1.266 -5.356 2.681
H -1.982 -1.367 -3.447
H 3.605 8.717 0.554
H 2.061 -4.292 6.309
H -2.392 1.335 -3.893
H 3.633 4.963 0.909
H -2.229 -5.403 3.192
H 1.435 -4.055 4.641
H 1.646 0.599 -6.280
H -1.001 3.825 -3.541
H -0.769 -4.404 2.880
H -6.482 -4.800 0.684
H 3.923 9.440 -1.059
H -1.036 -1.980 -2.138
H -5.306 -6.164 0.769
H 2.637 8.198 -0.877
H 0.897 -2.965 5.973
H 1.850 5.559 0.487
H -0.624 -6.193 2.964
H 0.811 -0.065 -7.734
H -4.771 -4.488 1.135
H 1.351 -1.167 -6.422

Löwdin population analysis, charges in e, atoms 1 to 5: atom 1 (F): -0.046, atom 2 (O): 0.045, atom 3 (O): 0.025, atom 4 (O): 0.012, atom 5 (O): 0.030

Looking at molecular weight for the records above, in order, we have 210.227; 64.987; 93.126; 568.384 g/mol.